# C2H12NSi2

A 2-piece molecular cluster, C2H12NSi2 overall in a non-equilibrium geometry (wB97M-V/def2-TZVPD, OMol25).

Bonds (Å) are listed after each position.
Atoms and positions in Å:
1 C -1.129 -0.079 0.316  C2 1.421, H6 1.107, H7 1.075
2 C 0.031 0.644 -0.072  C1 1.421, Si4 1.955, Si5 2.077, H8 1.075
3 N -1.352 -1.666 -1.152  H9 0.959, H10 1.004, H11 1.014
4 Si 0.273 1.970 1.344  C2 1.955, H12 1.530, H13 1.428, H14 1.507
5 Si 1.880 -0.280 -0.277  C2 2.077, H15 1.462, H16 1.544, H17 1.419
6 H -2.056 0.359 -0.103  C1 1.107
7 H -1.265 -0.689 1.191  C1 1.075
8 H -0.237 1.050 -1.031  C2 1.075
9 H -0.945 -1.630 -2.019  N3 0.959
10 H -2.338 -1.506 -1.249  N3 1.004
11 H -1.233 -2.633 -0.871  N3 1.014
12 H 0.702 1.217 2.605  Si4 1.530
13 H 1.494 2.368 0.719  Si4 1.428
14 H -0.894 2.919 1.432  Si4 1.507
15 H 1.954 -0.861 -1.617  Si5 1.462
16 H 2.298 -1.399 0.702  Si5 1.544
17 H 2.613 0.910 -0.521  Si5 1.419

Output
frontier orbital gap: 10.223 eV
relative energy (zero: lowest compared OMol25 entry of this formula, charge and spin): 65.9 kcal/mol
net charge: +1

***

# C2H12O3S2

A 4-piece molecular cluster, C2H12O3S2 overall (wB97M-V/def2-TZVPD, OMol25).

Bonds (Å) are listed after each position.
Atoms and positions in Å:
1 C 0.275 -0.136 1.956  S2 1.807, H5 1.084, H6 1.076, H7 1.087
2 S -1.028 -1.350 1.649  C1 1.807, S3 2.080
3 S -2.082 -0.559 0.041  S2 2.080, C4 1.794
4 C -2.317 1.157 0.508  S3 1.794, H8 1.092, H9 1.082, H10 1.082
5 H 0.934 0.094 1.127  C1 1.084
6 H -0.132 0.762 2.389  C1 1.076
7 H 0.858 -0.623 2.733  C1 1.087
8 H -2.646 1.284 1.542  C4 1.092
9 H -1.364 1.660 0.411  C4 1.082
10 H -3.017 1.666 -0.141  C4 1.082
11 O 0.614 1.990 -0.913  H12 0.972, H13 0.965
12 H 0.877 1.376 -1.620  O11 0.972
13 H 1.429 2.485 -0.766  O11 0.965
14 O 1.978 -0.340 -2.090  H15 0.962, H16 0.978
15 H 2.635 -0.522 -2.769  O14 0.962
16 H 1.634 -1.223 -1.846  O14 0.978
17 O 0.823 -2.495 -0.815  H18 0.965, H19 0.974
18 H 0.252 -3.109 -1.291  O17 0.965
19 H 0.276 -2.119 -0.103  O17 0.974

Output
frontier orbital gap: 9.045 eV
relative energy (zero: lowest compared OMol25 entry of this formula, charge and spin): 5.1 kcal/mol
structure (SMILES): CSSC.O.O.O

***

# C2H12O3S2

A 4-piece molecular cluster, C2H12O3S2 overall (wB97M-V/def2-TZVPD, OMol25).

Bonds (Å) are listed after each position.
Atoms and positions in Å:
1 C -1.640 0.957 1.765  S2 1.802, H5 1.085, H6 1.097, H7 1.095
2 S -2.266 1.388 0.132  C1 1.802, S3 2.066
3 S -1.043 0.279 -1.110  S2 2.066, C4 1.820
4 C -2.089 -1.176 -1.434  S3 1.820, H8 1.088, H9 1.083, H10 1.091
5 H -1.725 -0.101 1.994  C1 1.085
6 H -2.259 1.526 2.469  C1 1.097
7 H -0.593 1.255 1.884  C1 1.095
8 H -2.715 -0.994 -2.305  C4 1.088
9 H -2.719 -1.326 -0.566  C4 1.083
10 H -1.432 -2.033 -1.592  C4 1.091
11 O 1.084 -2.204 0.519  H12 0.969, H13 0.961
12 H 1.601 -1.386 0.469  O11 0.969
13 H 1.698 -2.873 0.203  O11 0.961
14 O 3.259 -0.223 -0.031  H15 0.962, H16 0.975
15 H 3.721 -0.531 -0.816  O14 0.962
16 H 2.907 0.653 -0.277  O14 0.975
17 O 1.739 2.174 -0.265  H18 0.962, H19 0.964
18 H 1.562 2.932 -0.831  O17 0.962
19 H 0.911 1.684 -0.209  O17 0.964

Output
frontier orbital gap: 9.570 eV
relative energy (zero: lowest compared OMol25 entry of this formula, charge and spin): 5.1 kcal/mol
structure (SMILES): CSSC.O.O.O

***

The records above yield highest occupied orbital energy values of -14.77 -8.38 -9.02 eV, respectively.